No. 1
ORCA calculation (ωB97M-V/def2-TZVPD) on a structure of composition C30H53NP2Sc in a non-equilibrium geometry.

Properties
Max |F| (eV/A): 7.0
HOMO level (spin up / spin down) (eV): -9.9 / -9.8
Gap between HOMO and LUMO (spin up / spin down) (eV): 5.41 / 5.15
DFT total energy (eV): -72726.6142

```
! wB97M-V def2-TZVPD RIJCOSX def2/J DEFGRID3
* xyz 1 1
H -0.448 -3.738 5.027
C -0.827 -1.380 -3.727
H -2.995 3.609 0.201
C -1.843 -0.605 -4.331
C 2.246 4.004 -0.235
C 3.244 0.412 4.272
P 1.113 -2.476 -0.344
C -2.345 1.646 -0.315
H -1.025 2.172 2.028
H -1.020 -2.299 -3.140
H 2.424 -1.905 1.734
C 1.409 -2.181 1.438
H 0.674 -4.919 -0.767
H 4.242 0.046 4.555
H -1.822 -2.498 0.927
H -3.238 2.278 -2.989
H -0.561 0.485 2.317
H -0.686 -2.837 3.511
H 1.375 4.673 -0.233
C -1.993 0.761 0.736
H 3.298 -3.680 -0.745
C -3.112 -0.485 -0.850
C 2.203 -0.458 4.841
C 2.095 -0.813 6.230
H 3.151 1.433 4.666
C -3.126 0.900 -1.278
H 2.535 -3.020 -2.225
H -1.385 2.797 -4.374
H 0.603 -2.213 7.184
H 1.187 0.664 -1.611
C -1.396 1.142 2.041
H 1.141 -2.196 -4.014
C 0.131 -4.027 -0.453
C -0.703 1.925 -4.357
C 0.505 -1.849 4.984
H -2.415 1.122 -5.435
H 3.372 0.630 0.975
H 2.342 -0.515 -3.237
C 2.722 -2.843 -1.147
H 3.344 -1.932 -1.111
H -4.753 -1.281 -1.959
H 3.110 4.545 0.176
Sc -1.382 0.373 -2.584
H -0.453 -4.263 0.443
H -0.851 0.473 -5.917
H -3.232 -2.135 -2.270
H -2.134 1.069 2.857
H 2.463 3.696 -1.266
H -1.560 -2.355 4.988
H 0.648 -1.187 -5.353
C 3.499 1.691 0.719
H 0.084 2.154 -5.105
P 1.848 2.514 0.777
H 3.918 1.764 -0.293
H -4.740 1.906 -2.167
C -0.605 -2.738 4.599
C 1.014 -1.701 6.320
C -1.473 0.706 -5.030
C -2.154 3.118 -0.317
N 1.210 -1.060 4.126
H -2.181 -1.460 2.328
C 0.755 0.777 -2.614
H 0.800 -1.275 1.647
H -2.113 3.534 -1.334
H -2.900 -0.904 -4.330
C -3.820 -1.620 -1.492
H 1.793 0.526 -4.528
H -4.070 -2.375 -0.735
C 0.610 -1.259 -4.250
H 2.755 -0.442 7.004
H -0.164 2.743 -2.318
H 1.793 2.585 3.230
C -0.019 1.896 -2.987
C 1.428 -0.092 -3.686
H -4.055 0.705 -3.250
H -0.610 -3.788 -1.244
H 1.225 4.118 2.502
H 2.973 3.759 2.572
H 3.182 0.441 3.178
C -3.786 1.456 -2.490
C 1.976 3.319 2.433
H 4.201 2.143 1.434
H 1.047 -2.937 2.142
H -3.498 -2.147 1.370
H -1.229 3.415 0.201
C -2.479 -0.526 0.421
C -2.490 -1.711 1.306
*
```

Atom-resolved charges from Mulliken, all expressed in e:
1. H 0.40
2. C -0.01
3. H 0.35
4. C -0.50
5. C -1.52
6. C -0.76
7. P 1.00
8. C 0.33
9. H 0.29
10. H 0.38
11. H 0.41
12. C -0.84
13. H 0.42
14. H 0.44
15. H 0.08
16. H 0.40
17. H 0.02
18. H -0.12
19. H 0.37
20. C 0.28
21. H 0.43
22. C 0.43
23. C 0.57
24. C -0.95
25. H 0.37
26. C 0.90
27. H 0.30
28. H 0.50
29. H 0.47
30. H -0.13
31. C -1.62
32. H 0.34
33. C -1.40
34. C -1.19
35. C 0.56
36. H 0.39
37. H 0.08
38. H 0.48
39. C -1.29
40. H 0.27
41. H 0.32
42. H 0.45
43. Sc -1.07
44. H 0.43
45. H 0.54
46. H 0.05
47. H 0.41
48. H 0.36
49. H 0.33
50. H 0.40
51. C -1.35
52. H 0.55
53. P 1.23
54. H 0.46
55. H 0.40
56. C -0.76
57. C -0.84
58. C -0.90
59. C -1.41
60. N 0.15
61. H 0.13
62. C 0.50
63. H -0.24
64. H 0.28
65. H 0.77
66. C -1.22
67. H 0.43
68. H 0.42
69. C -1.28
70. H 0.46
71. H 0.80
72. H 0.16
73. C -0.29
74. C -0.74
75. H 0.34
76. H 0.22
77. H 0.44
78. H 0.48
79. H -0.20
80. C -0.87
81. C -1.44
82. H 0.44
83. H 0.41
84. H 0.55
85. H 0.27
86. C 0.94
87. C -1.48

=====

No. 2
ORCA calculation (ωB97M-V/def2-TZVPD) on a structure of composition C30H54BMoN8O2PS2Si3.

Properties
<S²>: 3.7998
Max |F| (eV/A): 0.5
HOMO level (spin up / spin down) (eV): -11.0 / -11.1
Gap between HOMO and LUMO (spin up / spin down) (eV): 7.26 / 6.67
DFT total energy (eV): -105127.1614

```
! wB97M-V def2-TZVPD RIJCOSX def2/J DEFGRID3
* xyz 1 4
O -2.992 -2.473 -2.526
H 3.858 -1.764 4.480
P -1.579 -2.040 -3.065
H 4.766 0.027 1.005
H 2.010 0.240 -4.355
C 2.802 -2.030 4.405
H 3.253 1.488 -4.241
C -5.870 1.284 1.090
O -1.813 -2.128 -4.628
C -5.816 0.683 2.361
H -3.841 -0.839 -3.494
H -4.309 -0.705 -1.084
H -6.736 1.532 0.498
H -6.633 0.356 2.978
H 2.033 2.632 0.916
C -2.350 2.638 -0.786
H -1.322 -1.054 -7.736
H -0.353 -1.459 5.447
Mo 0.971 0.892 1.224
S -0.143 -3.146 -2.276
H 5.423 -0.203 2.633
C -1.197 3.106 4.434
H 2.570 -2.694 5.238
H 6.190 0.106 -3.344
H -5.250 -3.549 -3.372
H -5.817 -0.745 -1.996
C -4.477 0.610 2.639
H -0.783 -0.177 4.321
H 0.273 -3.179 -6.014
H 2.900 3.816 1.813
C -0.028 2.636 3.839
Si 3.834 -0.461 -2.818
C -4.180 -1.736 -2.964
H 3.109 0.742 6.101
H 6.045 -0.396 -1.663
H -4.392 -2.888 -4.773
H 5.545 1.226 -2.147
H -3.279 2.697 3.731
H 4.641 -2.636 -3.681
N -0.476 -0.580 1.155
B -2.302 1.185 1.433
H 3.351 2.958 4.679
H -0.349 -1.780 3.716
C -4.937 -1.326 -1.721
C 2.070 0.270 -0.397
N -0.415 2.070 0.091
H 1.743 -0.058 6.861
N -3.800 1.144 1.585
H -3.568 -1.406 1.281
N -1.661 1.848 2.677
H 2.901 -2.701 -3.400
C 3.843 -2.326 -3.004
N -0.319 1.883 2.783
H 5.918 1.188 1.672
H 0.904 -2.030 -4.827
H 0.594 -2.336 0.742
H 0.999 2.803 4.118
C -2.495 -1.421 1.206
H -3.423 2.665 -0.850
H -5.886 -2.123 -4.204
H 1.493 1.448 6.002
H -2.815 -1.208 -6.803
H 2.237 -0.374 2.059
Si 1.692 -0.511 4.446
S -0.949 -0.274 -2.426
N -4.664 1.552 0.630
C -1.008 -1.485 -5.660
C -2.212 2.585 3.657
H 2.668 -2.603 3.485
C 2.125 0.451 2.852
C 0.359 -2.122 -5.762
C 3.087 0.412 -4.303
N -1.764 1.970 0.217
C -1.365 3.185 -1.590
N -1.785 -0.286 1.310
Si 3.658 1.542 2.621
H -5.261 -2.207 -1.165
H 0.846 2.968 -1.317
H -1.293 3.737 5.298
H 0.927 -1.623 -6.548
C 2.051 0.512 5.982
C -1.812 -1.610 -6.937
H -1.888 -2.655 -7.239
H -1.503 3.773 -2.479
C -0.371 -1.895 0.940
H 4.756 1.907 4.843
C 3.041 2.836 1.357
C 5.563 0.180 -2.453
H 4.832 3.322 3.802
H -1.884 -3.505 0.814
C -1.631 -2.474 0.975
H 4.016 -2.810 -2.042
H 3.533 0.060 -5.234
C 2.770 -0.023 -1.357
H 3.677 2.924 0.478
C -0.118 -1.028 4.473
H -3.956 0.214 3.496
C 5.073 0.542 1.917
C -4.974 -2.630 -3.890
H -0.918 -0.434 -5.369
C -0.171 2.793 -1.005
C 4.184 2.508 4.138
*
```

Results of the Mulliken charge analysis, in e, for atoms 1 through 99:
1. O -0.31
2. H 0.32
3. P 0.28
4. H 0.09
5. H 0.08
6. C -1.21
7. H 0.34
8. C -0.45
9. O -0.11
10. C -0.99
11. H 0.35
12. H -0.14
13. H 0.47
14. H 0.49
15. H 0.57
16. C 0.00
17. H 0.42
18. H 0.62
19. Mo -1.86
20. S -0.26
21. H 0.36
22. C -1.72
23. H 0.41
24. H 0.35
25. H 0.35
26. H 0.48
27. C -0.38
28. H 0.00
29. H 0.33
30. H 0.49
31. C -0.65
32. Si -0.13
33. C 0.81
34. H 0.34
35. H 0.30
36. H 0.34
37. H 0.30
38. H 0.55
39. H 0.38
40. N 1.15
41. B 0.03
42. H 0.40
43. H 0.18
44. C -1.00
45. C 1.50
46. N 0.03
47. H 0.45
48. N 0.94
49. H 0.51
50. N 0.55
51. H 0.19
52. C -0.90
53. N 0.62
54. H 0.37
55. H -0.12
56. H 0.54
57. H 0.62
58. C -0.30
59. H 0.53
60. H 0.41
61. H 0.33
62. H 0.38
63. H 0.04
64. Si -0.19
65. S -0.22
66. N -1.02
67. C 0.64
68. C -0.20
69. H 0.32
70. C 0.91
71. C -0.89
72. C -0.74
73. N 0.59
74. C -1.52
75. N 1.50
76. Si 0.27
77. H 0.35
78. H 0.43
79. H 0.47
80. H 0.45
81. C -1.05
82. C -1.56
83. H 0.33
84. H 0.46
85. C -1.25
86. H 0.33
87. C -1.04
88. C -1.02
89. H 0.41
90. H 0.43
91. C -1.53
92. H 0.32
93. H 0.34
94. C -0.67
95. H 0.45
96. C -0.73
97. H 0.50
98. C -1.01
99. C -1.64